(one)
16
Properties=species:S:1:pos:R:3 method="wB97M-V/def2-TZVPD" homo_lumo_gap_ev=6.236 e_lumo_ev=-3.3 homo_energy_ha=-0.3497
C -1.30961 -0.06250 0.93114
O -2.19819 -0.35803 -0.01396
C -0.14904 0.18295 0.03015
C 0.33734 -1.14850 -0.81536
C 1.23947 -0.49960 0.15161
N 2.30542 0.30315 -0.44991
O 1.43041 -0.96475 1.33068
H -1.47596 0.79672 1.58825
H -1.09950 -0.93568 1.57601
H -2.24677 1.80459 -0.33892
H -0.28197 1.01330 -0.65698
H -2.52736 2.48372 -0.39966
H 0.57247 -0.93867 -1.84944
H -0.33960 -1.96822 -0.64197
H 2.81394 0.73688 0.31459
H 2.92895 -0.44535 -0.75623

***

(two)
16
Properties=species:S:1:pos:R:3 method="wB97M-V/def2-TZVPD" homo_lumo_gap_ev=8.658 e_lumo_ev=-0.1 homo_energy_ha=-0.3211
C -2.46985 0.71030 0.65469
C -1.17776 -0.02844 0.73036
N 0.04082 0.54099 0.60847
C 0.54850 -0.78503 -0.07412
O 1.01088 -1.63368 0.67806
O 1.12244 -0.39800 -1.28103
C 2.51614 -0.15755 -1.07124
H -2.53444 1.39976 -0.18982
H -3.32584 0.03233 0.65636
H -2.50926 1.30230 1.58166
H -1.16686 -0.92783 1.34493
H -0.70349 -1.07432 -0.48799
H 0.03948 1.30031 -0.07026
H 2.93562 0.11206 -2.04167
H 2.67469 0.66417 -0.35934
H 2.99894 -1.05735 -0.67907

***

(three)
16
Properties=species:S:1:pos:R:3 method="wB97M-V/def2-TZVPD" homo_lumo_gap_ev=10.250 e_lumo_ev=0.9 homo_energy_ha=-0.3429
C -0.16139 -0.48533 -0.06987
C -0.41181 -0.01833 -1.48681
C -1.21614 -1.02947 -2.26594
O -1.43756 -2.14974 -1.88349
N 0.88845 0.29421 0.59118
C 0.73514 0.50752 2.01967
O 1.15527 1.81408 2.38101
H 0.05691 -1.54212 -0.07662
H -1.06338 -0.29852 0.52957
H -1.01783 0.88694 -1.50061
H 0.52260 0.19769 -2.01594
H -1.66595 -0.75082 -3.22645
H 1.81151 -0.09480 0.46273
H 1.32913 -0.16016 2.62256
H -0.33289 0.42769 2.23433
H 0.80793 2.40116 1.68467

***

Last place for stability: (one)

***

(one)
17
Properties=species:S:1:pos:R:3 method="wB97M-V/def2-TZVPD" homo_lumo_gap_ev=9.699 e_lumo_ev=1.0 homo_energy_ha=-0.3189
C -1.22796 -1.41920 1.49640
C -1.06158 -0.67242 0.11515
C 0.22182 0.08499 -0.07088
C 0.31496 1.03681 -0.98863
N 1.52660 1.73823 -1.16490
C 1.63582 2.36524 -2.25249
N -0.00958 -1.56581 2.26590
H -1.58126 -2.42054 1.26333
H -1.93193 -0.92822 2.15762
H -1.06432 -1.53086 -0.56673
H -1.86803 0.01342 -0.13150
H 1.14380 -0.21904 0.40743
H -0.48481 1.28607 -1.68633
H 0.83078 2.48671 -2.98895
H 2.57946 2.79538 -2.58238
H 0.36717 -0.72543 2.66238
H 0.60908 -2.32533 2.06458

***

(two)
17
Properties=species:S:1:pos:R:3 method="wB97M-V/def2-TZVPD" homo_lumo_gap_ev="7.945 / 8.340" e_lumo_ev="0.4 / 0.4" homo_energy_ha="-0.2758 / -0.2929"
C -0.41475 -0.28689 -0.19204
C 1.01332 -0.48441 0.03851
C -0.78615 0.50463 -1.44279
C -1.24859 0.17251 1.00186
C 1.81693 0.49681 0.82833
N -0.89111 -1.85590 -0.68623
N -0.09331 -2.35058 -1.35020
H 1.47721 -1.45648 0.01340
H -0.15230 0.22348 -2.28235
H -0.66457 1.57276 -1.24578
H -1.82932 0.32297 -1.71202
H -1.08547 -0.47788 1.86146
H -0.96995 1.18766 1.28268
H -2.30827 0.18827 0.74917
H 2.87619 0.24221 0.76147
H 1.69557 1.52468 0.47744
H 1.56457 0.47614 1.89709

***

Last place for stability: (two)